Here is C26H35IInN2O2P2 as an isolated structure from OMol25. Energies are from ωB97M-V/def2-TZVPD.

Values from the calculation:
HOMO = -10.82 eV
E_LUMO = -0.1362 hartree
M = 711.25 g mol⁻¹
Frontier orbital gap = 0.2613 Ha

Structure (ORCA input):
```
! wB97M-V def2-TZVPD RIJCOSX def2/J DEFGRID3
* xyz 1 1
In 0.23733 -0.23399 0.54093
C -2.95919 -1.65615 2.31879
P -2.33361 -0.84786 0.81793
C -2.61612 -2.12389 -0.47108
N -3.76148 -2.76106 -0.37827
C -4.09635 -3.64848 -1.33625
C -5.32245 -4.34592 -1.26443
C -5.65334 -5.21467 -2.26378
C -4.78763 -5.42880 -3.36183
C -3.59721 -4.76856 -3.45895
C -3.22715 -3.86196 -2.44100
N -2.04493 -3.21604 -2.50582
C -1.71359 -2.39072 -1.54038
P -0.03850 -1.64145 -1.68075
C -0.14501 -0.73987 -3.25844
C 1.21499 -3.01796 -1.87953
C 2.57648 -2.31544 -1.80791
C 1.09148 -3.78652 -3.19378
C 1.04339 -3.95015 -0.67706
C -3.47867 0.56183 0.37282
C -2.98854 1.09781 -0.97627
C -4.94357 0.13976 0.29382
C -3.28713 1.62022 1.46447
H -3.95276 -2.05390 2.12461
H -2.98170 -0.94102 3.13963
H -2.28283 -2.46778 2.58625
H -5.97069 -4.16715 -0.41723
H -6.59213 -5.75063 -2.22076
H -5.07983 -6.13025 -4.13191
H -2.91970 -4.92406 -4.28781
H -0.56144 -1.39706 -4.01985
H 0.84501 -0.39423 -3.55214
H -0.78920 0.12776 -3.11752
H 2.74471 -1.68113 -2.67999
H 3.37171 -3.06175 -1.77538
H 2.65754 -1.69544 -0.91169
H 1.29009 -3.14557 -4.05399
H 0.11216 -4.23418 -3.30747
H 1.83162 -4.58997 -3.19681
H 1.22536 -3.42450 0.26318
H 1.76665 -4.76468 -0.74041
H 0.04512 -4.39207 -0.64329
H -3.14966 0.36772 -1.77382
H -1.92648 1.36120 -0.92983
H -3.53876 2.00335 -1.23555
H -5.10089 -0.68024 -0.40235
H -5.53560 0.99152 -0.04842
H -5.32294 -0.15723 1.27213
H -2.23992 1.91725 1.54655
H -3.63327 1.25482 2.43277
H -3.87317 2.50761 1.21731
C 3.96431 1.85250 -0.77164
C 2.64912 1.61590 -0.08473
O 1.87974 0.78885 -0.62737
C 2.33320 2.33043 1.12638
C 3.34113 3.06206 1.79527
C 3.09015 3.75340 2.94802
C 1.79622 3.74631 3.48637
C 0.79046 3.05385 2.86166
C 1.01740 2.33519 1.67232
O -0.01836 1.73945 1.10947
H 3.97695 1.32475 -1.72145
H 4.78351 1.47756 -0.15570
H 4.12806 2.91613 -0.94111
H 4.34725 3.05803 1.39916
H 3.88304 4.29596 3.44341
H 1.59136 4.28433 4.40272
H -0.21418 3.02762 3.26350
I 1.57832 -1.38474 2.56980
*
```

***

Here is C26H35N3OPd as an isolated structure in a non-equilibrium geometry from OMol25. Energies are from ωB97M-V/def2-TZVPD.

Values from the calculation:
HOMO (spin up / spin down) = -15.00 / -14.99 eV
<S²> = 2.00
E_LUMO (spin up / spin down) = -0.2234 / -0.3121 hartree
M = 512.01 g mol⁻¹
Frontier orbital gap (spin up / spin down) = 0.3279 / 0.2386 Ha

Structure (ORCA input):
```
! wB97M-V def2-TZVPD RIJCOSX def2/J DEFGRID3
* xyz 2 3
Pd 0.02333 -0.12590 -0.03253
C -6.68250 -0.63465 2.37050
C -5.49082 -0.50139 3.33095
C -5.38035 -1.76684 4.19584
C -5.72900 0.69610 4.25341
C -4.22594 -0.36851 2.51241
C -3.84552 -1.38417 1.62790
C -2.66784 -1.26744 0.91494
N -1.87434 -0.20737 1.02094
C -2.21369 0.80429 1.83907
C -3.37901 0.73743 2.59468
C -1.26261 1.93109 1.85945
C -1.38107 3.05486 2.67100
C -0.42642 4.07081 2.63013
C 0.63715 3.89808 1.73830
C 0.70149 2.75663 0.96213
N -0.22284 1.80710 1.01893
C -0.49959 5.30380 3.50326
C -1.74260 5.32751 4.39506
C -0.51602 6.54393 2.59693
C 0.74726 5.33217 4.40057
H -7.59766 -0.69503 2.95146
H -6.61273 -1.52987 1.76053
H -6.75159 0.22894 1.71374
H -6.28180 -1.86849 4.79297
H -4.53072 -1.69839 4.87156
H -5.27442 -2.66280 3.59212
H -6.64598 0.52950 4.81241
H -5.85121 1.61892 3.69077
H -4.92226 0.80811 4.97508
H -4.44837 -2.26650 1.49012
H -2.35001 -2.05342 0.23135
H -3.62218 1.55188 3.25527
H -2.21497 3.13282 3.34654
H 1.41594 4.63655 1.64161
H 1.52228 2.60368 0.26475
H -2.65770 5.33514 3.80676
H -1.72774 6.23603 4.99106
H -1.75487 4.48571 5.08424
H -1.35664 6.51063 1.90813
H 0.39964 6.63830 2.02146
H -0.61686 7.43038 3.21572
H 0.77840 4.45472 5.04260
H 0.71081 6.21538 5.03164
H 1.66320 5.36968 3.81867
O 1.45710 -0.65943 1.88861
C 2.79242 -0.60108 1.38007
C 3.26151 -1.93386 0.79756
C 2.25014 -2.53329 -0.19310
C 2.17053 -1.79056 -1.49594
C 3.01915 -2.05824 -2.56608
C 2.80255 -1.42984 -3.77976
C 1.75615 -0.52180 -3.89816
C 0.99096 -0.25604 -2.77847
N 1.19577 -0.88279 -1.61520
H 1.41488 -1.37405 2.54264
H 3.47283 -0.29117 2.18149
H 2.77629 0.17935 0.60694
H 3.41443 -2.64601 1.60945
H 4.22246 -1.77273 0.31083
H 1.24285 -2.53595 0.26432
H 2.53530 -3.56710 -0.39129
H 3.82213 -2.76882 -2.45153
H 3.41887 -1.66302 -4.63344
H 1.54045 -0.03862 -4.83524
H 0.16658 0.45605 -2.81528
*
```

***

Here is one molecule with the formula C26H35NO5 from OMol25. Energies are from ωB97M-V/def2-TZVPD.

Values from the calculation:
ΔE to the lowest compared entry with this formula, charge and spin = 0.445 eV
HOMO = -8.34 eV
E_LUMO = 0.0260 hartree
M = 441.57 g mol⁻¹
SMILES = CCOC(=O)C1(CCOc2ccccc2)CCN(Cc2ccc(OC)c(COC)c2)CC1
Frontier orbital gap = 0.3323 Ha

Structure (ORCA input):
```
! wB97M-V def2-TZVPD RIJCOSX def2/J DEFGRID3
* xyz 0 1
C -1.89739 2.64479 -1.52721
C -2.45997 1.29962 -1.96279
H -2.04774 1.01400 -2.93624
H -3.55051 1.32678 -2.01176
O -2.15387 0.27623 -1.01475
C -0.97248 -0.33464 -1.14014
O -0.18028 -0.07787 -2.00977
C -0.80081 -1.43048 -0.09416
C 0.65071 -1.92164 -0.07826
C 1.59755 -0.84582 0.45003
N 1.19700 -0.43693 1.78203
C -0.12604 0.15093 1.74930
C -1.14052 -0.89843 1.30454
H -2.14165 -0.46699 1.30786
H -1.11431 -1.73182 2.00843
H -0.37711 0.49584 2.75528
H -0.17464 1.01901 1.06591
C 2.18525 0.39187 2.46207
C 2.38691 1.75328 1.84339
C 3.25014 1.93857 0.77460
C 3.37009 3.17216 0.15591
C 2.62076 4.25491 0.59674
C 1.75368 4.08683 1.68537
C 1.65419 2.84724 2.28917
H 0.98799 2.74486 3.13388
C 0.94774 5.25690 2.19856
O -0.25056 4.88968 2.84381
C -1.23020 4.40355 1.96280
H -1.49139 5.15742 1.20854
H -0.89527 3.49484 1.44943
H -2.10648 4.17636 2.56748
H 0.74262 5.94690 1.36760
H 1.52904 5.79553 2.95447
O 2.66808 5.50658 0.04835
C 3.52299 5.72619 -1.04708
H 4.57038 5.55145 -0.78095
H 3.39134 6.77323 -1.31600
H 3.25448 5.09687 -1.90184
H 4.05358 3.27431 -0.67210
H 3.85029 1.11466 0.41728
H 3.12650 -0.16468 2.46148
H 1.85139 0.50309 3.49779
H 2.60770 -1.25940 0.50792
H 1.60981 -0.00036 -0.25649
H 0.96970 -2.19218 -1.08508
H 0.71608 -2.79779 0.56888
C -1.78096 -2.56268 -0.45887
C -1.71630 -2.99086 -1.92983
O -2.49635 -4.14011 -2.17498
C -2.02441 -5.36655 -1.80888
C -0.77043 -5.62448 -1.26586
C -0.40802 -6.92555 -0.95632
C -1.27738 -7.97677 -1.17622
C -2.52803 -7.72147 -1.71733
C -2.89989 -6.43125 -2.03080
H -3.86778 -6.21465 -2.45483
H -3.21703 -8.53369 -1.89581
H -0.98537 -8.98613 -0.92956
H 0.56989 -7.11133 -0.53629
H -0.06459 -4.82992 -1.08243
H -0.68221 -3.14653 -2.25550
H -2.15754 -2.21982 -2.56746
H -1.57024 -3.42828 0.17313
H -2.80024 -2.23507 -0.24467
H -2.17168 3.40645 -2.25139
H -2.29370 2.92125 -0.55294
H -0.81256 2.59199 -1.46744
*
```